Entry 1:
Density functional theory data (the ωB97M-V functional and the def2-TZVPD basis) for a 2-piece molecular cluster, C3H9NS overall.

The geometry in XYZ format:
```
14
C3H9NS the ωB97M-V functional and the def2-TZVPD basis
S 0.8287 0.9088 1.7360
N -0.8301 -0.0880 -2.3718
C 1.6524 1.1008 0.0586
C -1.1681 -0.9144 -1.4659
C -0.3591 -0.4930 1.8402
H -0.1131 -1.0377 0.8668
H -2.1347 -0.7664 -0.7911
H -0.5780 -1.8199 -1.3017
H 2.7944 1.2526 0.1020
H 1.5147 0.1765 -0.5278
H -1.3650 -0.1662 1.7759
H -1.3404 0.7667 -2.4984
H 1.1250 1.9569 -0.3536
H -0.0266 -0.8767 2.9309
```

Output
total charge = -1
HOMO-LUMO gap (alpha / beta) = 2.436 / 7.146 eV
E_LUMO (alpha / beta) = 3.49 / 3.37 eV
HOMO level (alpha / beta) = 1.056 / -3.780 eV
multiplicity = 2
⟨S²⟩ = 0.75


Entry 2:
Density functional theory data (the ωB97M-V functional and the def2-TZVPD basis) for the molecule C3H2N4O.

The geometry in XYZ format:
```
10
C3H2N4O the ωB97M-V functional and the def2-TZVPD basis
O 0.4660 0.7640 2.3446
N -1.6505 0.2046 -1.1358
N 0.9687 -0.0150 1.5489
N 0.5069 -0.7356 -0.7326
N -0.0348 1.4375 0.0758
C -0.5647 -0.7119 -1.4237
C -1.1494 1.0541 -0.3488
C 0.6434 0.1941 0.2927
H 1.6044 -0.7644 1.6398
H -0.7900 -1.4275 -2.2610
```

Output
HOMO-LUMO gap (alpha / beta) = 7.799 / 7.090 eV
E_LUMO (alpha / beta) = -1.18 / -1.39 eV
HOMO level (alpha / beta) = -8.982 / -8.479 eV


Entry 3:
Density functional theory data (the ωB97M-V functional and the def2-TZVPD basis) for the molecule C5H4OS.

The geometry in XYZ format:
```
11
C5H4OS the ωB97M-V functional and the def2-TZVPD basis
S -1.5708 1.2065 0.3570
O -2.7497 -1.0815 -0.6110
C 1.8380 1.5793 -0.5917
C -0.6948 -0.3975 0.7093
C 1.2998 0.5386 -0.3499
C 0.5992 -0.6873 -0.0407
C -1.9449 -0.4414 -0.0251
H 1.2354 -1.3274 0.5762
H 0.3756 -1.2151 -0.9734
H -0.7085 -0.6573 1.7613
H 2.3207 2.4831 -0.8120
```

Output
HOMO-LUMO gap = 10.402 eV
E_LUMO = 0.62 eV
HOMO level = -9.785 eV


Entry 4:
Density functional theory data (the ωB97M-V functional and the def2-TZVPD basis) for the molecule C4H9NO2.

The geometry in XYZ format:
```
16
C4H9NO2 the ωB97M-V functional and the def2-TZVPD basis
O -0.8094 -1.0223 -0.8466
O -0.5741 0.4365 1.7522
N -0.2413 1.2683 -1.4190
C 1.0431 1.5277 -0.8253
C -0.3754 -0.9465 1.5647
C -0.8939 0.1966 -1.4565
C 0.1505 -1.3020 0.1833
H 1.3131 2.5409 -1.1269
H -1.6673 0.2141 -2.2183
H 1.7899 0.8461 -1.2543
H 0.3355 -2.3809 0.1363
H 1.0892 -0.7846 -0.0112
H -1.2968 0.7153 1.1757
H 1.0530 1.4535 0.2670
H -1.2904 -1.5185 1.7755
H 0.3744 -1.2444 2.3035
```

Output
HOMO-LUMO gap = 10.224 eV
E_LUMO = 0.85 eV
HOMO level = -9.374 eV


Entry 5:
Density functional theory data (the ωB97M-V functional and the def2-TZVPD basis) for the molecule C20H18F2N2O4.

The geometry in XYZ format:
```
46
C20H18F2N2O4 the ωB97M-V functional and the def2-TZVPD basis
F -4.6088 -0.1162 -4.3415
F -3.4684 -2.2585 -0.2747
O -4.6041 0.0261 -1.7246
O -2.6750 0.5900 1.3131
O 3.9909 -0.1601 2.0552
O 0.9220 0.3560 -1.2778
N -1.3363 0.7119 1.4435
N 1.5469 1.1502 0.7306
C -2.9854 0.4701 0.0133
C 6.8535 2.1319 2.4557
C -0.8137 0.6677 0.2421
C -4.0824 -1.1585 -3.6743
C 5.8584 1.4102 1.8159
C 4.9992 0.6100 2.5603
C -3.5161 -2.2021 -1.6276
C -3.0356 -3.3004 -3.7020
C -3.0032 -3.2840 -2.3221
C -3.5854 -2.2290 -4.3860
C 1.3367 1.5046 2.1126
C 7.0032 2.0724 3.8281
C -4.0664 -1.0952 -2.2731
C 3.6856 -0.1007 0.6807
C -4.4235 0.3102 -0.3583
C -1.8417 0.5108 -0.7282
C 2.9235 1.1727 0.2798
C 5.1534 0.5512 3.9465
C 0.6218 0.7060 -0.1440
C 6.1465 1.2752 4.5715
H 3.0485 -0.9688 0.4934
H 4.4805 -0.0770 4.5091
H -4.8862 -0.4482 0.2868
H -3.6293 -2.2064 -5.4626
H 0.2792 1.4632 2.3532
H 6.2534 1.2183 5.6445
H 1.8767 0.8079 2.7566
H 2.9133 1.2400 -0.8106
H -2.5862 -4.1016 -1.7566
H 7.7801 2.6407 4.3161
H 1.7205 2.5126 2.2905
H -4.9528 1.2572 -0.2044
H -1.7089 0.4453 -1.7866
H 5.7718 1.4792 0.7426
H 7.5158 2.7483 1.8655
H -2.6361 -4.1421 -4.2431
H 3.4123 2.0531 0.7050
H 4.5923 -0.1998 0.0729
```

Output
HOMO-LUMO gap = 9.356 eV
E_LUMO = 0.77 eV
HOMO level = -8.583 eV


Entry 6:
Density functional theory data (the ωB97M-V functional and the def2-TZVPD basis) for the molecule C3H5NS.

The geometry in XYZ format:
```
10
C3H5NS the ωB97M-V functional and the def2-TZVPD basis
S 2.7272 0.2115 -0.1336
N 0.4868 -1.2554 0.1275
C 1.1183 -0.0492 -0.0315
C -1.2968 -0.0326 -0.0410
C -0.1464 0.8818 0.0791
H 1.0316 -2.1297 -0.0690
H -0.3172 1.6981 -0.7480
H -0.2231 1.3678 1.0178
H -1.8852 -0.3331 0.8988
H -1.4953 -0.3591 -1.1001
```

Output
HOMO-LUMO gap (alpha / beta) = 7.056 / 7.053 eV
E_LUMO (alpha / beta) = -1.23 / -1.23 eV
HOMO level (alpha / beta) = -8.287 / -8.286 eV


Entry 7:
Density functional theory data (the ωB97M-V functional and the def2-TZVPD basis) for C40H46P2RuSi as an isolated structure.

The geometry in XYZ format:
```
90
C40H46P2RuSi the ωB97M-V functional and the def2-TZVPD basis
Ru -0.9821 -4.1474 1.5726
P -0.3658 5.6574 -0.2725
P 3.2093 4.4947 -0.3421
Si -2.1005 -8.8708 3.3634
C 3.3184 2.6826 -0.6603
C 5.7807 5.4334 0.0860
C -0.1785 -5.7692 0.2743
C 7.3762 6.0559 -1.6165
C 3.3764 -0.1068 -1.0107
C 0.0724 -3.7800 -1.3528
C -1.6007 9.9421 -1.6010
C 2.1785 1.9030 -0.4048
C -3.7670 3.5182 0.4633
C 4.5201 0.6559 -1.2439
C -1.6963 -7.1636 2.7162
C 0.0547 8.3569 -0.8339
C 0.4411 -4.5876 -0.1192
C -4.1699 3.0732 -0.7973
C 6.4473 5.7296 -2.6055
C 4.4928 2.0411 -1.0740
C -2.3154 -10.0394 1.9244
C 5.1881 5.2465 -2.2515
C -2.6486 -4.2496 0.0567
C -1.4144 -5.9733 2.2649
C -0.7069 -9.4685 4.4514
C 2.2025 0.5228 -0.5911
C 7.0437 5.9014 -0.2693
C -3.4254 3.4139 -1.9275
C -2.4437 -5.4235 -0.8865
C -0.8999 7.3266 -0.8436
C 2.0573 4.9403 -1.6720
C 4.8430 5.0971 -0.9008
C -2.2147 7.6311 -1.2183
C -2.2811 4.2007 -1.8012
C -2.1025 -3.1861 3.0342
C 0.7418 5.2371 -1.6477
C -2.6160 4.2920 0.5925
C -1.8650 4.6446 -0.5379
C -2.5609 8.9310 -1.5907
C -2.0078 -3.0197 -0.0513
C -3.6809 -8.8011 4.3535
C -0.9457 -2.6502 -1.0629
C -0.2888 9.6499 -1.2219
C -1.3672 -6.4219 -0.3957
H -4.5074 -8.4445 3.7055
H 5.3865 2.6256 -1.2691
H -3.1310 -2.9994 2.6992
H -2.1937 -5.0548 -1.8852
H -3.5414 -4.2876 0.6764
H -2.4610 -2.1753 0.4649
H 1.2664 2.3802 -0.0516
H -5.0594 2.4576 -0.8983
H -2.2804 4.6135 1.5747
H -4.3402 3.2486 1.3459
H -1.3759 -10.0768 1.3358
H 0.2315 -9.5075 3.8614
H 7.7620 6.1611 0.5033
H -3.9215 -9.8139 4.7369
H -2.9683 6.8499 -1.2246
H -1.7046 4.4719 -2.6802
H -3.7322 3.0626 -2.9086
H -3.5852 9.1501 -1.8808
H 1.3080 -0.0632 -0.3974
H 5.4391 0.1741 -1.5672
H -0.4062 -1.7835 -0.6662
H -3.3927 -5.9605 -0.9866
H 3.3993 -1.1841 -1.1479
H -1.6306 -2.2206 3.2593
H -3.5520 -8.1037 5.2065
H -2.5551 -11.0536 2.3048
H 0.2480 5.3666 -2.6122
H 0.9833 -3.3280 -1.7591
H 1.4138 -4.3721 0.3170
H -1.8218 -7.0987 0.3359
H -3.1425 -9.6810 1.2779
H -1.8720 10.9519 -1.8953
H -0.3107 -4.4476 -2.1295
H 8.3558 6.4344 -1.8952
H -1.4132 -2.3207 -2.0033
H 2.5191 4.8290 -2.6545
H -0.9460 -10.4816 4.8347
H 0.3651 -6.4101 0.9659
H -2.1305 -3.7687 3.9606
H -0.5790 -8.7707 5.3045
H 6.7006 5.8560 -3.6544
H 4.4669 4.9858 -3.0202
H 5.5057 5.3422 1.1333
H -1.0334 -7.0513 -1.2349
H 0.4653 10.4325 -1.2171
H 1.0733 8.1457 -0.5144
```

Output
total charge = +2
HOMO-LUMO gap (alpha / beta) = 7.352 / 4.074 eV
E_LUMO (alpha / beta) = -5.46 / -8.35 eV
HOMO level (alpha / beta) = -12.811 / -12.420 eV
multiplicity = 5
⟨S²⟩ = 6.05


Entry 8:
Density functional theory data (the ωB97M-V functional and the def2-TZVPD basis) for the molecule C2H5BrClN.

The geometry in XYZ format:
```
10
C2H5BrClN the ωB97M-V functional and the def2-TZVPD basis
Br 1.1122 -2.1955 1.2265
Cl -0.2942 1.6431 -2.4999
N -0.3756 1.1597 -0.8400
C 0.2403 -0.4319 0.8696
C 0.2561 -0.2015 -0.6083
H 1.2834 -0.4074 -1.1430
H -0.4569 -0.8409 -1.0194
H -1.3051 1.1257 -0.4482
H -0.7596 -0.4394 1.4996
H 1.0268 0.2547 1.2998
```

Output
HOMO-LUMO gap = 9.802 eV
E_LUMO = 0.37 eV
HOMO level = -9.435 eV